ORCA calculation (ωB97M-V with the def2-TZVPD basis set) on a 9-piece molecular cluster, C21H64N14O9 overall at a distorted geometry.

Geometry (Å):
C  1.995  1.846  4.369
O  1.123  2.605  4.759
N  3.154  1.676  5.088
N  1.946  1.106  3.224
H  3.285  2.277  5.881
H  3.874  1.008  4.893
H  1.148  1.124  2.618
H  2.519  0.269  3.239
C  3.995  -2.061  2.913
O  3.576  -1.102  2.286
N  3.935  -2.162  4.279
N  4.480  -3.175  2.290
H  3.672  -1.369  4.833
H  4.298  -2.978  4.737
H  4.261  -3.282  1.315
H  4.738  -3.997  2.806
C  -5.196  5.859  -0.134
O  -5.976  5.387  0.672
N  -3.955  6.295  0.238
N  -5.444  5.882  -1.470
H  -3.845  6.361  1.235
H  -3.285  6.779  -0.329
H  -6.329  5.527  -1.780
H  -4.772  6.152  -2.163
C  -0.196  -1.838  4.306
O  -0.155  -2.296  3.176
N  0.900  -1.699  5.109
N  -1.363  -1.351  4.832
H  0.731  -1.537  6.084
H  1.726  -2.096  4.691
H  -1.507  -1.205  5.815
H  -2.165  -1.185  4.255
C  -3.289  2.490  -3.466
O  -3.713  2.247  -4.580
N  -4.052  2.959  -2.435
N  -2.001  2.241  -3.058
H  -5.034  3.030  -2.615
H  -3.621  3.356  -1.622
H  -1.325  1.868  -3.694
H  -1.799  2.343  -2.062
C  -1.985  2.723  1.318
C  -0.909  1.822  0.677
C  -1.414  0.445  0.345
O  -0.462  -0.412  -0.207
C  0.635  -0.730  0.615
N  -0.472  2.507  -0.564
H  -2.286  3.545  0.673
H  -1.623  3.142  2.258
H  -2.855  2.111  1.566
H  -0.007  1.769  1.299
H  -2.175  0.555  -0.441
H  -2.007  0.016  1.166
H  0.233  -1.053  1.583
H  1.467  -0.028  0.754
H  1.136  -1.598  0.183
H  -0.126  3.444  -0.400
H  0.340  2.020  -0.942
C  1.655  5.057  0.776
C  2.819  5.713  0.066
C  2.815  5.409  -1.426
O  2.870  4.057  -1.789
C  4.052  3.376  -1.454
N  2.815  7.180  0.179
H  1.820  4.997  1.855
H  1.518  4.022  0.456
H  0.710  5.585  0.624
H  3.801  5.406  0.430
H  3.555  6.048  -1.931
H  1.901  5.794  -1.901
H  4.418  3.692  -0.472
H  4.891  3.586  -2.134
H  3.888  2.302  -1.489
H  1.863  7.488  -0.011
H  2.944  7.441  1.153
C  1.529  -4.073  -0.845
C  0.843  -5.077  0.079
C  1.908  -5.950  0.707
O  2.718  -6.564  -0.287
C  2.522  -7.927  -0.497
N  0.092  -4.388  1.118
H  2.088  -4.556  -1.660
H  2.314  -3.455  -0.395
H  0.862  -3.404  -1.394
H  0.143  -5.670  -0.512
H  1.525  -6.738  1.365
H  2.583  -5.346  1.326
H  2.336  -8.463  0.441
H  3.440  -8.370  -0.900
H  1.766  -8.192  -1.245
H  -0.555  -3.725  0.719
H  0.619  -3.940  1.853
C  -4.177  -4.274  -5.553
C  -2.772  -4.312  -4.979
C  -2.638  -3.390  -3.766
O  -2.535  -2.080  -4.257
C  -2.301  -1.067  -3.291
N  -2.447  -5.709  -4.645
H  -4.929  -4.808  -4.968
H  -4.162  -4.711  -6.554
H  -4.532  -3.250  -5.692
H  -2.137  -3.986  -5.803
H  -1.713  -3.640  -3.222
H  -3.483  -3.605  -3.095
H  -3.127  -0.848  -2.608
H  -2.096  -0.207  -3.917
H  -1.422  -1.329  -2.690
H  -2.956  -5.965  -3.802
H  -1.468  -5.769  -4.381

- SMILES = COC[C@H](C)N.COC[C@H](C)N.COC[C@H](C)N.COC[C@H](C)N.NC(N)=O.NC(N)=O.NC(N)=O.NC(N)=O.NC(N)=O
- HOMO-LUMO gap (eV) = 8.68
- molar mass (g/mol) = 656.83
- E_LUMO (eV) = -0.1
- energy above the lowest of the compared OMol25 structures with the same formula, charge and spin (kJ/mol) = 120.1

Here are the Löwdin charges for atoms 1 to 99, given in e:
1. C -0.683
2. O 0.014
3. N 0.142
4. N 0.175
5. H 0.097
6. H 0.076
7. H 0.053
8. H 0.041
9. C -0.645
10. O 0.029
11. N 0.149
12. N 0.170
13. H 0.082
14. H 0.104
15. H 0.099
16. H 0.098
17. C -0.706
18. O 0.027
19. N 0.145
20. N 0.149
21. H 0.102
22. H 0.092
23. H 0.105
24. H 0.096
25. C -0.648
26. O 0.008
27. N 0.167
28. N 0.160
29. H 0.101
30. H 0.064
31. H 0.094
32. H 0.102
33. C -0.694
34. O 0.021
35. N 0.149
36. N 0.141
37. H 0.094
38. H 0.075
39. H 0.095
40. H 0.040
41. C -0.029
42. C -0.399
43. C -0.219
44. O -0.168
45. C -0.110
46. N 0.039
47. H 0.057
48. H 0.077
49. H 0.077
50. H 0.100
51. H 0.124
52. H 0.129
53. H 0.065
54. H 0.077
55. H 0.064
56. H 0.049
57. H 0.091
58. C -0.053
59. C -0.442
60. C -0.232
61. O -0.183
62. C -0.103
63. N 0.030
64. H 0.084
65. H 0.054
66. H 0.081
67. H 0.127
68. H 0.126
69. H 0.131
70. H 0.078
71. H 0.090
72. H 0.088
73. H 0.068
74. H 0.072
75. C -0.074
76. C -0.417
77. C -0.200
78. O -0.193
79. C -0.128
80. N 0.050
81. H 0.076
82. H 0.065
83. H 0.070
84. H 0.140
85. H 0.121
86. H 0.110
87. H 0.084
88. H 0.085
89. H 0.088
90. H 0.068
91. H 0.041
92. C -0.077
93. C -0.441
94. C -0.227
95. O -0.180
96. C -0.092
97. N 0.028
98. H 0.076
99. H 0.075